(1)
Computed, not measured: a single C20H24FN3O molecule, with ωB97M-V with the def2-TZVPD basis set.

XYZ file:
```
49
Properties=species:S:1:pos:R:3:forces:R:3
C 3.87765 4.84505 -0.49223 -0.024 -0.045 -0.038
C 3.51462 3.43262 -0.84235 0.083 -0.102 0.010
C 4.51097 2.53468 -1.20179 0.002 -0.016 -0.012
C 4.19540 1.23539 -1.54855 0.059 -0.022 -0.013
C 2.88164 0.81008 -1.50752 -0.116 -0.076 0.025
C 1.86913 1.68753 -1.13269 0.224 0.099 -0.040
N 0.51312 1.28765 -1.08721 -0.008 -0.100 -0.090
C 0.09406 0.22256 -1.97570 -0.311 0.082 -0.188
C -1.43257 0.26546 -2.08803 0.187 -0.348 -0.276
N -2.02358 0.10792 -0.77507 0.141 0.164 -0.200
C -2.68546 -1.05227 -0.49118 -0.182 0.302 0.219
O -2.97724 -1.84910 -1.36588 -0.078 -0.436 -0.267
N -3.08199 -1.23177 0.81238 -0.011 0.164 0.236
C -3.72161 -2.47730 1.19648 -0.019 -0.086 -0.102
C -2.72351 -3.49231 1.69334 -0.141 0.064 0.046
C -2.61248 -3.78981 3.04502 -0.020 -0.001 -0.206
C -1.66567 -4.69372 3.49512 0.243 -0.195 -0.012
C -0.82645 -5.28808 2.57177 -0.103 0.097 0.042
F 0.10182 -6.16950 3.00376 -0.069 0.062 -0.041
C -0.90988 -5.00736 1.21953 0.090 -0.100 0.150
C -1.86487 -4.10657 0.78706 -0.010 -0.038 0.086
C -1.56935 1.12632 0.14059 0.219 -0.010 0.304
C -0.03963 1.09049 0.23902 -0.295 0.112 0.151
C 2.18231 3.01875 -0.82564 -0.041 -0.065 0.021
C 1.09275 4.00324 -0.51806 0.074 -0.034 -0.027
H 3.45379 5.12759 0.47010 -0.010 0.105 0.060
H 3.49439 5.53758 -1.24192 -0.014 0.120 0.001
H 4.95741 4.96038 -0.44397 0.051 0.046 0.013
H 5.54086 2.86059 -1.21820 0.098 0.052 0.004
H 4.97507 0.54641 -1.83838 0.061 -0.059 -0.023
H 2.64546 -0.21235 -1.75911 -0.056 -0.104 -0.021
H 0.54185 0.38439 -2.95724 0.009 -0.048 0.022
H 0.38761 -0.77474 -1.60531 0.020 0.035 -0.055
H -1.79869 -0.54328 -2.72051 0.041 0.146 0.042
H -1.74327 1.22875 -2.50552 0.046 -0.037 -0.012
H -2.56534 -0.77663 1.54637 0.011 0.027 -0.124
H -4.22287 -2.85107 0.30050 -0.042 0.060 0.205
H -4.46553 -2.25782 1.96749 0.026 -0.090 -0.086
H -3.27633 -3.31831 3.75540 -0.080 0.049 0.071
H -1.57339 -4.93914 4.54137 0.039 -0.044 0.095
H -0.24043 -5.49451 0.52830 0.079 -0.065 -0.051
H -1.95617 -3.87110 -0.26259 -0.005 0.024 -0.128
H -2.02465 1.01968 1.12390 -0.016 0.025 -0.048
H -1.87151 2.09947 -0.26631 0.027 -0.031 0.126
H 0.31566 1.87739 0.90409 -0.007 -0.004 0.005
H 0.27212 0.11568 0.65801 0.003 0.091 0.007
H 0.13322 3.60641 -0.83601 -0.078 0.038 0.011
H 1.27369 4.93975 -1.04157 -0.030 0.111 0.018
H 1.04787 4.22496 0.54894 -0.065 0.078 0.089
```
Forces are in eV/Å.

Values from the calculation:
HOMO energy (eV): -8.3
Strongest force on any atom (eV/Å): 0.5
Calculated total energy (Eh): -1115.92633
Molar mass (g/mol): 341.4
SMILES string: Cc1cccc(N2CCN(C(=O)NCc3ccc(F)cc3)CC2)c1C


(2)
Computed, not measured: a molecular structure, C4H11AlO3, with ωB97M-V with the def2-TZVPD basis set.

XYZ file:
```
19
Properties=species:S:1:pos:R:3:forces:R:3
O -1.08531 2.12754 0.12214 3.558 -1.135 1.112
C -2.20556 1.29807 0.14128 -2.026 -1.012 0.337
C -1.84262 -0.11344 -0.30565 -1.935 0.378 -1.316
O -0.64145 -0.50725 0.38069 1.106 1.016 0.987
C -0.23931 -1.84588 0.11789 0.763 -1.864 -0.427
Al 0.27096 1.02657 0.61216 -4.376 1.761 -0.715
H -2.99685 1.65869 -0.54187 0.492 0.040 0.200
H -2.67064 1.24186 1.14575 0.264 0.221 -0.321
H -1.62151 -0.12803 -1.38601 -0.017 -0.127 0.315
H -2.63962 -0.83554 -0.07477 0.333 0.199 0.001
H 0.72785 -2.01486 0.60172 -0.366 -0.087 0.122
H -1.00601 -2.53646 0.49322 0.316 0.275 0.011
H -0.10134 -1.99767 -0.96230 -0.209 0.182 0.246
O 1.83244 1.11320 -0.04750 0.367 1.706 -1.566
H 1.97466 1.72262 -0.82715 0.084 -0.366 0.770
C 2.86829 0.13263 0.09454 2.095 -1.494 0.244
H 3.02139 -0.39601 -0.85364 -0.166 0.197 0.239
H 3.79485 0.62324 0.41311 -0.307 -0.031 -0.100
H 2.55978 -0.56929 0.87640 0.026 0.140 -0.137
```
Forces are in eV/Å.

Values from the calculation:
Total charge: +2
HOMO energy (eV): -19.0
Strongest force on any atom (eV/Å): 4.8
Calculated total energy (Eh): -626.50894
Molar mass (g/mol): 134.1


Repeat the second record exactly.
Computed, not measured: a molecular structure, C4H11AlO3, with ωB97M-V with the def2-TZVPD basis set.

XYZ file:
```
19
Properties=species:S:1:pos:R:3:forces:R:3
O -1.08531 2.12754 0.12214 3.558 -1.135 1.112
C -2.20556 1.29807 0.14128 -2.026 -1.012 0.337
C -1.84262 -0.11344 -0.30565 -1.935 0.378 -1.316
O -0.64145 -0.50725 0.38069 1.106 1.016 0.987
C -0.23931 -1.84588 0.11789 0.763 -1.864 -0.427
Al 0.27096 1.02657 0.61216 -4.376 1.761 -0.715
H -2.99685 1.65869 -0.54187 0.492 0.040 0.200
H -2.67064 1.24186 1.14575 0.264 0.221 -0.321
H -1.62151 -0.12803 -1.38601 -0.017 -0.127 0.315
H -2.63962 -0.83554 -0.07477 0.333 0.199 0.001
H 0.72785 -2.01486 0.60172 -0.366 -0.087 0.122
H -1.00601 -2.53646 0.49322 0.316 0.275 0.011
H -0.10134 -1.99767 -0.96230 -0.209 0.182 0.246
O 1.83244 1.11320 -0.04750 0.367 1.706 -1.566
H 1.97466 1.72262 -0.82715 0.084 -0.366 0.770
C 2.86829 0.13263 0.09454 2.095 -1.494 0.244
H 3.02139 -0.39601 -0.85364 -0.166 0.197 0.239
H 3.79485 0.62324 0.41311 -0.307 -0.031 -0.100
H 2.55978 -0.56929 0.87640 0.026 0.140 -0.137
```
Forces are in eV/Å.

Values from the calculation:
Total charge: +2
HOMO energy (eV): -19.0
Strongest force on any atom (eV/Å): 4.8
Calculated total energy (Eh): -626.50894
Molar mass (g/mol): 134.1